*a*
{
  "formula": "C4H14N2O",
  "method": "the ωB97M-V functional and the def2-TZVPD basis",
  "symbols": ["C", "N", "C", "C", "C", "N", "H", "H", "H", "H", "H", "H", "H", "H", "H", "H", "H", "H", "O", "H", "H"],
  "coordinates": [[-1.6307, -2.6308, 1.5307], [-0.4245, -1.9891, 0.8075], [-0.2726, -0.7714, 0.0544], [-0.5262, -1.0689, -1.4467], [1.0540, -0.1885, 0.1993], [1.0725, 0.7402, 1.3693], [-1.4526, -3.3702, 2.4228], [-2.1498, -2.9087, 0.5831], [-2.2424, -1.8335, 1.9694], [0.4079, -2.2833, 1.3331], [-1.0397, -0.0499, 0.4780], [-1.2802, -1.8626, -1.5195], [-0.8735, -0.3133, -2.1967], [0.4910, -1.2168, -1.8020], [1.2921, 0.5301, -0.6033], [1.9187, -0.9222, 0.3111], [2.0255, 1.1369, 1.3447], [0.6055, 1.6641, 1.2536], [0.7489, 4.7783, -2.0982], [0.0435, 5.0932, -1.3893], [-0.0195, 4.8095, -2.6633]],
  "mulliken_charge": [-0.738, -0.397, 0.746, -1.217, -0.896, -0.702, 0.253, 0.249, 0.262, 0.175, 0.143, 0.295, 0.305, 0.308, 0.383, 0.340, 0.254, 0.238, -0.617, 0.318, 0.298],
  "gap_ev": 8.56,
  "homo_ev": -8.0,
  "lumo_ev": 0.563
}

*b*
{
  "formula": "C4H14N2O",
  "method": "the ωB97M-V functional and the def2-TZVPD basis",
  "symbols": ["N", "C", "C", "C", "C", "N", "H", "H", "H", "H", "H", "H", "H", "H", "H", "H", "H", "H", "O", "H", "H"],
  "coordinates": [[-2.6772, -0.5737, -0.1508], [-2.1993, 0.8009, -0.2931], [-0.8970, 1.1330, 0.4046], [0.4167, 0.6277, -0.2392], [0.6408, -0.8423, 0.1148], [1.7521, -1.4048, -0.7262], [-3.6183, -0.6181, -0.4982], [-2.9084, -0.7275, 0.8220], [-2.9608, 1.5214, 0.0418], [-2.0519, 0.9791, -1.3642], [-0.8857, 0.6559, 1.3989], [-0.8455, 2.1923, 0.6465], [0.4604, 0.8214, -1.3108], [1.2178, 1.1864, 0.2446], [-0.2621, -1.4194, -0.0739], [0.8952, -0.9219, 1.1712], [1.2841, -1.6901, -1.5757], [1.9923, -2.2842, -0.2950], [3.7087, 0.3388, 0.8979], [3.5310, -0.5718, 0.6602], [3.4069, 0.7969, 0.1248]],
  "mulliken_charge": [-0.592, -0.623, -0.758, -0.385, -0.648, -0.688, 0.261, 0.212, 0.357, 0.308, 0.266, 0.429, 0.336, 0.193, 0.528, 0.312, 0.274, 0.223, -0.668, 0.330, 0.333],
  "gap_ev": 10.52,
  "homo_ev": -9.5,
  "lumo_ev": 1.010
}

Name the most stable of them. *b*.

*a*
{
  "formula": "C8H11N",
  "method": "the ωB97M-V functional and the def2-TZVPD basis",
  "symbols": ["C", "C", "C", "C", "C", "C", "C", "C", "H", "H", "H", "H", "H", "H", "H", "H", "H", "H", "H", "N"],
  "coordinates": [[1.3658, 0.5737, 1.4139], [0.0039, 0.0085, 0.8430], [-0.9047, -0.7158, 1.7211], [-2.0073, -1.0354, 1.0960], [-2.3794, -0.9530, -0.2206], [-1.3983, -0.3631, -0.9656], [-0.2527, 0.2213, -0.4958], [0.6989, 1.0217, -1.3673], [2.2199, 0.2427, 1.0438], [1.9071, -0.1213, 2.5640], [1.4830, 1.6808, 1.5000], [-0.5563, -1.0945, 2.5928], [-3.0036, -1.7223, 1.8772], [-3.3912, -1.2146, -0.7574], [-1.6287, -0.0389, -2.2073], [0.0512, 0.9631, -2.3262], [1.0826, 1.8854, -0.8991], [2.1132, -0.1485, -2.5819], [2.6294, 0.7287, -1.1104], [1.9672, 0.0816, -1.7203]],
  "mulliken_charge": [-1.289, 1.290, -0.989, -0.021, -0.813, -0.333, 0.756, -0.888, 0.454, 0.237, 0.247, 0.452, 0.054, 0.279, -0.034, 0.271, 0.416, 0.163, 0.206, -0.457],
  "gap_ev": 9.91,
  "homo_ev": -9.1,
  "lumo_ev": 0.838
}

*b*
{
  "formula": "C8H11N",
  "method": "the ωB97M-V functional and the def2-TZVPD basis",
  "symbols": ["C", "C", "C", "C", "C", "C", "C", "C", "H", "H", "H", "H", "H", "H", "H", "H", "H", "H", "H", "N"],
  "coordinates": [[-2.3674, 0.5973, -1.0987], [-0.8316, 0.4547, -0.8604], [-0.1964, 0.5376, 0.2511], [-1.2435, 0.2507, 1.4079], [1.2309, 0.8162, 0.4647], [1.9661, -0.2041, -0.0093], [1.4556, -1.5163, -0.5400], [3.3171, 0.0169, 0.5607], [-2.5185, -0.4288, -1.4609], [-3.2197, 0.7746, -0.3358], [-2.3566, 1.6255, -1.6795], [-0.3155, 0.3526, -1.7812], [-2.4498, 0.6970, 1.0471], [-0.8875, 0.7862, 2.3760], [-1.4423, -0.9786, 1.7207], [1.5136, 1.9520, 0.6957], [0.3308, -1.5151, -0.5361], [2.2277, -2.0502, -1.6269], [1.5251, -2.7129, 0.1271], [4.2617, 0.5448, 1.2777]],
  "mulliken_charge": [-1.244, -0.548, 0.611, -0.831, -0.435, 0.855, -1.152, -0.073, 0.281, 0.419, 0.259, 0.522, 0.183, 0.322, 0.189, 0.288, 0.333, 0.265, 0.257, -0.501],
  "gap_ev": 9.18,
  "homo_ev": -9.1,
  "lumo_ev": 0.040
}

Name the most stable of them. *a*.

*a*
{
  "formula": "C5H13NO",
  "method": "the ωB97M-V functional and the def2-TZVPD basis",
  "symbols": ["C", "N", "C", "C", "C", "C", "O", "H", "H", "H", "H", "H", "H", "H", "H", "H", "H", "H", "H", "H"],
  "coordinates": [[1.2342, 0.5246, -1.9220], [-0.1869, 0.9689, -1.8784], [-1.2698, 1.1248, -0.8477], [-0.7736, 0.7312, 0.6039], [-0.4558, -0.8067, 0.6651], [0.4347, -1.2706, 1.9768], [0.7927, -2.5488, 2.5088], [1.5841, -0.0615, -2.8520], [1.4657, -0.0545, -0.9721], [1.9293, 1.4786, -1.8721], [-0.2066, 1.6655, -2.5863], [-1.4437, 2.2847, -0.8748], [-2.1378, 0.5711, -1.0605], [0.2326, 1.2890, 0.7899], [-1.5515, 1.0554, 1.3900], [0.1434, -1.1110, -0.1279], [-1.4597, -1.2792, 0.5057], [1.3560, -0.8394, 1.6012], [0.2418, -0.6014, 2.8092], [0.0712, -3.1204, 2.1431]],
  "mulliken_charge": [-0.658, -0.285, -0.483, -0.499, -0.699, -0.592, -0.497, 0.213, 0.194, 0.247, 0.224, 0.270, 0.278, 0.264, 0.333, 0.434, 0.333, 0.246, 0.341, 0.337],
  "gap_ev": 9.15,
  "homo_ev": -8.3,
  "lumo_ev": 0.901
}

*b*
{
  "formula": "C5H13NO",
  "method": "the ωB97M-V functional and the def2-TZVPD basis",
  "symbols": ["C", "C", "C", "C", "O", "N", "C", "H", "H", "H", "H", "H", "H", "H", "H", "H", "H", "H", "H", "H"],
  "coordinates": [[-1.5465, -1.7402, -0.6996], [-0.6903, -0.9052, 0.2857], [0.5695, -0.2332, -0.2598], [1.3846, 0.2022, 1.0077], [1.7403, -0.9086, 1.8433], [0.3178, 0.9462, -1.0237], [-0.1784, 2.2274, -0.6648], [-2.5674, -1.3765, -0.7977], [-1.7043, -2.7069, -0.2117], [-0.9677, -1.9491, -1.5948], [-0.4139, -1.6669, 1.0219], [-1.1671, -0.2080, 0.9766], [1.2166, -0.9697, -0.7293], [2.3313, 0.5975, 0.6496], [0.8158, 0.9683, 1.5365], [0.9058, -1.1089, 2.2863], [0.8381, 0.9461, -1.8838], [-0.3198, 2.2355, 0.4112], [0.5014, 3.0293, -0.9876], [-1.0657, 2.6208, -1.1660]],
  "mulliken_charge": [-1.244, -0.597, 0.188, -0.791, -0.521, -0.232, -0.897, 0.289, 0.331, 0.313, 0.208, 0.423, 0.421, 0.358, 0.336, 0.312, 0.240, 0.285, 0.297, 0.282],
  "gap_ev": 9.06,
  "homo_ev": -8.1,
  "lumo_ev": 0.989
}

*c*
{
  "formula": "C5H13NO",
  "method": "the ωB97M-V functional and the def2-TZVPD basis",
  "symbols": ["C", "C", "C", "C", "N", "C", "O", "H", "H", "H", "H", "H", "H", "H", "H", "H", "H", "H", "H", "H"],
  "coordinates": [[0.0412, -0.3288, -2.6225], [0.2300, -0.8903, -1.2665], [0.3595, 0.1366, -0.0820], [-0.7773, 1.1367, -0.2576], [0.3413, -0.5940, 1.2128], [0.4147, -0.2272, 2.6632], [-0.6435, 0.6600, 3.0487], [-0.2402, -1.2101, -3.1530], [-0.8904, 0.3744, -2.7476], [0.8944, 0.2072, -2.9858], [-0.7038, -1.4444, -0.9479], [1.1352, -1.4990, -1.2145], [1.3488, 0.6620, -0.2951], [-0.9712, 1.5952, 0.6924], [-0.7403, 2.0237, -0.9733], [-1.6949, 0.6781, -0.5107], [0.7485, -1.5414, 1.1493], [1.4153, 0.2671, 2.8793], [0.5069, -1.1962, 3.1707], [-0.7741, 1.1904, 2.2399]],
  "mulliken_charge": [-1.227, -0.682, 0.593, -1.354, -0.304, -0.372, -0.516, 0.377, 0.246, 0.353, 0.387, 0.344, 0.081, 0.322, 0.321, 0.386, 0.218, 0.259, 0.301, 0.267],
  "gap_ev": 9.67,
  "homo_ev": -8.7,
  "lumo_ev": 0.995
}

*d*
{
  "formula": "C5H13NO",
  "method": "the ωB97M-V functional and the def2-TZVPD basis",
  "symbols": ["C", "C", "C", "C", "N", "C", "H", "H", "H", "H", "H", "H", "H", "H", "H", "H", "H", "O", "H", "H"],
  "coordinates": [[2.2205, 0.0617, -1.7375], [1.9530, -0.4777, -0.2897], [0.5913, -0.1265, 0.3300], [-0.5192, -0.3431, -0.3936], [-1.6593, -0.8884, 0.2531], [-1.9956, -0.9299, 1.7148], [1.5516, -0.3203, -2.5563], [3.1596, -0.1560, -2.1521], [2.1447, 1.1625, -1.8879], [2.2522, -1.5413, -0.2421], [2.7068, 0.0033, 0.2728], [0.5591, 0.2915, 1.3867], [-0.4330, -0.0159, -1.4274], [-2.4979, -0.8254, -0.3059], [-2.7216, -0.2000, 1.8937], [-2.3263, -1.9310, 1.8324], [-1.0743, -0.6580, 2.4102], [-1.7323, 2.2525, 0.3606], [-1.1204, 3.0137, 0.6098], [-1.0590, 1.6283, -0.0716]],
  "mulliken_charge": [-1.254, -0.579, -0.288, -0.444, -0.161, -0.735, 0.311, 0.417, 0.309, 0.289, 0.278, 0.318, 0.408, 0.254, 0.277, 0.316, 0.231, -0.676, 0.336, 0.392],
  "gap_ev": 8.52,
  "homo_ev": -7.5,
  "lumo_ev": 0.981
}

Name the most stable of them. *b*.